The following is a quantum chemistry calculation of C24H31N2ORhS4Se2 as an isolated structure, from the OMol25 dataset.

CARTESIAN COORDINATES (ANGSTROEM)
Rh (0.25554, 0.77946, -2.39111)
S (0.79923, 1.83533, -0.40597)
C (-0.46595, 1.46091, 0.66244)
N (-0.48571, 1.91312, 1.88731)
C (-1.64501, 1.65966, 2.75419)
C (-2.12518, 0.25828, 2.53179)
N (-2.39490, 0.06225, 1.09583)
C (-3.47802, -0.90553, 0.78723)
C (-3.17825, -2.22561, 1.44623)
C (-2.07676, -2.96652, 1.02224)
C (-1.77588, -4.17150, 1.63470)
C (-2.57689, -4.64352, 2.66848)
C (-3.67732, -3.91168, 3.08710)
C (-3.97633, -2.69956, 2.47877)
C (-1.60863, 0.58995, 0.19963)
S (-1.82464, 0.29968, -1.46551)
C (0.60080, 2.71422, 2.50036)
C (1.21379, 1.93762, 3.63712)
C (1.13715, 2.41390, 4.93943)
C (1.69743, 1.68387, 5.98009)
C (2.32524, 0.47596, 5.71926)
C (2.40299, -0.00347, 4.41649)
C (1.85168, 0.72662, 3.37668)
H (-2.41877, 2.39834, 2.53016)
H (-1.32026, 1.78492, 3.78470)
H (-3.04798, 0.06854, 3.07473)
H (-1.38279, -0.47533, 2.85355)
H (-3.55502, -1.00006, -0.29087)
H (-4.40597, -0.47251, 1.16260)
H (-1.46114, -2.60798, 0.20239)
H (-0.92519, -4.75004, 1.30034)
H (-2.34573, -5.58835, 3.14141)
H (-4.30638, -4.28383, 3.88418)
H (-4.84337, -2.13328, 2.80035)
H (0.15612, 3.64677, 2.85120)
H (1.33010, 2.95165, 1.73272)
H (0.65239, 3.36198, 5.14373)
H (1.64398, 2.06156, 6.99204)
H (2.76206, -0.09139, 6.52982)
H (2.90473, -0.93997, 4.21312)
H (1.93137, 0.36008, 2.35755)
C (-1.62161, 1.06967, -5.23481)
Se (-0.40693, -0.26956, -4.51552)
C (1.12775, 0.10015, -5.67007)
C (1.86207, 1.37470, -5.33416)
Se (2.36805, 1.49280, -3.43410)
C (2.10041, 3.41614, -3.27500)
H (-1.82337, 0.81327, -6.27186)
H (-1.20034, 2.06879, -5.15972)
H (-2.54231, 1.00937, -4.65954)
H (0.74496, 0.13100, -6.69051)
H (1.76125, -0.77496, -5.57372)
H (1.26479, 2.26107, -5.54272)
H (2.78633, 1.44348, -5.90790)
H (2.79898, 3.91221, -3.94501)
H (2.32295, 3.69644, -2.24855)
H (1.07664, 3.68457, -3.52688)
C (3.90595, -2.09740, -4.06264)
O (2.79441, -1.42138, -3.42267)
C (2.24234, -2.03392, -2.38774)
S (2.59520, -3.49341, -1.78097)
S (0.96849, -1.22092, -1.52377)
H (4.21478, -1.43952, -4.87022)
H (3.58465, -3.06480, -4.44236)
H (4.71204, -2.23231, -3.34605)

## Properties
net charge = +2
highest occupied orbital energy = -0.50121 hartree
relative energy (zero: lowest compared OMol25 entry of this formula, charge and spin) = 0.0 kJ/mol
multiplicity = 1
orbital gap = 0.2269 Eh



The following is a quantum chemistry calculation of C24H31N4O3W as an isolated structure, from the OMol25 dataset.

CARTESIAN COORDINATES (ANGSTROEM)
W (-0.09482, -0.25983, 0.17867)
C (2.47331, -1.83127, 1.37223)
N (2.11496, -0.37719, 1.18352)
C (3.25915, 0.10487, 0.30459)
C (3.23523, 1.54637, -0.16629)
C (1.92304, 1.87553, -0.88257)
N (1.30627, 0.59981, -1.27334)
C (1.50283, 0.15668, -2.46499)
C (1.13505, -1.14426, -2.96272)
C (1.47022, -1.50913, -4.27024)
C (1.21801, -2.79334, -4.72068)
C (0.64920, -3.73487, -3.86806)
C (0.31275, -3.40522, -2.55904)
C (0.54997, -2.11508, -2.13819)
O (0.21188, -1.72703, -0.86837)
C (2.28916, 0.27998, 2.53075)
C (1.60773, 1.61787, 2.72015)
C (0.09864, 1.55549, 2.82550)
N (-0.59155, 1.33559, 1.52186)
C (-1.66591, 2.09101, 1.37881)
C (-2.55222, 2.15682, 0.28454)
C (-3.70601, 2.97126, 0.35844)
C (-4.52445, 3.09322, -0.73503)
C (-4.19440, 2.43491, -1.92948)
C (-3.05433, 1.65602, -2.04387)
C (-2.24883, 1.51256, -0.92835)
O (-1.09178, 0.83539, -1.00352)
H (3.51785, -1.89021, 1.67755)
H (2.35354, -2.36903, 0.43487)
H (1.87650, -2.29333, 2.14643)
H (3.29500, -0.56816, -0.54917)
H (4.17350, -0.06988, 0.87162)
H (4.07082, 1.64348, -0.86189)
H (3.43832, 2.25082, 0.63765)
H (2.08313, 2.49700, -1.76351)
H (1.22354, 2.41004, -0.23819)
H (2.04442, 0.80318, -3.15609)
H (1.93610, -0.78251, -4.92472)
H (1.47407, -3.06931, -5.73411)
H (0.46609, -4.74020, -4.22323)
H (-0.12752, -4.13112, -1.88924)
H (3.36343, 0.38571, 2.69107)
H (1.94567, -0.41123, 3.29836)
H (1.89249, 2.34883, 1.96428)
H (1.97347, 2.01691, 3.66886)
H (-0.25623, 2.49901, 3.23757)
H (-0.20526, 0.76948, 3.52044)
H (-1.90743, 2.75060, 2.21073)
H (-3.93244, 3.49251, 1.28056)
H (-5.41343, 3.70623, -0.68777)
H (-4.84135, 2.54642, -2.79032)
H (-2.79127, 1.16979, -2.97306)
N (-3.84355, -1.92698, 1.19282)
C (-2.63466, -1.45662, 1.28692)
O (-2.06332, -0.93893, 0.26453)
C (-1.81092, -1.44301, 2.51884)
C (-0.37461, -1.43483, 2.00952)
H (-4.34248, -1.89653, 0.31221)
H (-4.30990, -2.34082, 1.98859)
H (-2.02207, -2.28372, 3.18115)
H (-2.06084, -0.52961, 3.06864)
H (-0.12598, -2.44284, 1.66458)
H (0.30224, -1.19727, 2.81915)

## Properties
net charge = +3
highest occupied orbital energy = -0.65121 hartree
relative energy (zero: lowest compared OMol25 entry of this formula, charge and spin) = 33.8 kJ/mol
multiplicity = 1
orbital gap = 0.2424 Eh



The following is a quantum chemistry calculation of a 2-piece molecular cluster, C24H31O2S overall, from the OMol25 dataset.

CARTESIAN COORDINATES (ANGSTROEM)
C (-2.83704, 4.57265, -4.26600)
C (-2.25288, 4.29070, -2.88329)
C (-2.37361, 2.81682, -2.49621)
C (-1.81084, 2.49877, -1.10707)
S (-0.00595, 2.69639, -1.01320)
C (0.21630, 2.32287, 0.72904)
C (0.59933, 3.55551, 1.54565)
C (0.76600, 3.24452, 3.02978)
C (1.20387, 4.46651, 3.82772)
H (-2.73429, 5.63135, -4.51551)
H (-2.31792, 3.99129, -5.03435)
H (-3.90096, 4.31783, -4.30150)
H (-1.19659, 4.58791, -2.85610)
H (-2.76857, 4.89672, -2.12783)
H (-3.43327, 2.52544, -2.50954)
H (-1.85911, 2.20405, -3.24793)
H (-2.26702, 3.16168, -0.35920)
H (-2.02869, 1.45387, -0.85370)
H (-0.70195, 1.86382, 1.12034)
H (1.02933, 1.58216, 0.75552)
H (1.53875, 3.97000, 1.15648)
H (-0.17207, 4.32730, 1.42104)
H (-0.18675, 2.86345, 3.41715)
H (1.50184, 2.43854, 3.13943)
H (1.30396, 4.21381, 4.88549)
H (2.17157, 4.83641, 3.47592)
H (0.47268, 5.27572, 3.74130)
C (-1.43988, -6.83220, 4.06013)
O (-2.18285, -5.78592, 3.39636)
C (-1.51690, -4.99283, 2.51527)
C (-2.26342, -3.98156, 1.85678)
C (-1.63983, -3.15061, 0.94689)
C (-0.24992, -3.28251, 0.64744)
C (0.42115, -2.42812, -0.30654)
O (1.76380, -2.65950, -0.44132)
C (2.53412, -1.91578, -1.32407)
C (1.93690, -0.88669, -2.08535)
C (2.76910, -0.13127, -2.95276)
C (4.11785, -0.42197, -3.04931)
C (4.67780, -1.46281, -2.28714)
C (3.89382, -2.21560, -1.41490)
C (0.55672, -0.66506, -1.92692)
C (-0.19763, -1.43588, -1.05417)
C (0.47274, -4.29240, 1.31954)
C (-0.13419, -5.13411, 2.23237)
H (-2.17059, -7.33030, 4.69545)
H (-1.02452, -7.54048, 3.33171)
H (-0.63063, -6.41101, 4.67038)
H (-3.32421, -3.88790, 2.08903)
H (-2.22089, -2.37642, 0.44652)
H (2.29304, 0.66885, -3.52463)
H (4.74462, 0.16348, -3.72237)
H (5.74035, -1.68217, -2.38072)
H (4.31606, -3.02195, -0.81433)
H (0.07475, 0.11375, -2.51917)
H (-1.26986, -1.28978, -0.93501)
H (1.53391, -4.43382, 1.13043)
H (0.46249, -5.90349, 2.72700)

## Properties
net charge = +1
highest occupied orbital energy = -0.39788 hartree
multiplicity = 1
orbital gap = 0.2227 Eh



The following is a quantum chemistry calculation of C24H32Cl16N2OS as an isolated structure, from the OMol25 dataset.

CARTESIAN COORDINATES (ANGSTROEM)
C (-0.78120, -0.79294, 2.32195)
C (0.45316, 0.18117, 2.25333)
C (-0.12345, 1.64713, 2.02788)
C (-0.53317, 1.82987, 0.56886)
C (0.33091, 2.26846, -0.39813)
C (-0.04383, 2.41247, -1.82889)
C (-1.30675, 2.09710, -2.26875)
C (-2.24298, 1.66988, -1.26638)
N (-3.52601, 1.34884, -1.52938)
S (-4.17023, 0.95936, -0.09759)
N (-2.90932, 1.11071, 0.91360)
C (-1.88715, 1.52628, 0.14378)
O (1.18126, -0.12485, 1.06967)
C (2.23017, -1.09032, 1.27469)
C (2.11050, -2.08346, 0.09377)
C (2.15438, -3.48706, 0.24101)
C (1.98813, -4.25374, -0.92735)
C (1.76097, -3.61689, -2.18014)
C (1.72807, -2.22662, -2.33142)
C (1.90528, -1.46760, -1.16430)
H (-1.70437, -0.27213, 2.62321)
H (-0.57440, -1.69060, 2.93288)
H (-0.96277, -1.14367, 1.28711)
H (1.07060, 0.13411, 3.16411)
H (0.69904, 2.33486, 2.29017)
H (-0.99055, 1.74049, 2.70164)
H (1.36530, 2.51966, -0.12848)
H (0.71442, 2.75835, -2.54113)
H (-1.55188, 2.19627, -3.32906)
H (2.19130, -1.59031, 2.25284)
H (3.18332, -0.54357, 1.10570)
H (2.28993, -3.96907, 1.22142)
H (2.01432, -5.34977, -0.86747)
H (1.59926, -4.22668, -3.07671)
H (1.55460, -1.75189, -3.30311)
H (1.85306, -0.37459, -1.24840)
C (0.89934, -4.50553, 3.96889)
Cl (2.54082, -3.92088, 3.63011)
Cl (-0.01938, -4.80313, 2.49120)
H (0.97041, -5.43266, 4.52749)
H (0.37903, -3.75631, 4.55737)
C (5.74209, -3.98823, -3.26261)
Cl (6.98243, -2.79277, -3.67235)
Cl (4.78142, -3.48288, -1.87180)
H (5.08264, -4.11299, -4.11599)
H (6.22862, -4.92965, -3.02971)
C (-0.30714, 5.95088, -2.22656)
Cl (0.98527, 6.07174, -1.02702)
Cl (0.31789, 6.10935, -3.87249)
H (-0.78676, 4.98219, -2.12572)
H (-1.02666, 6.74274, -2.04640)
C (-6.28151, 3.51915, 1.70772)
Cl (-6.40925, 4.48323, 3.18317)
Cl (-7.85565, 2.88068, 1.21571)
H (-5.89103, 4.14449, 0.91142)
H (-5.60725, 2.68913, 1.88997)
C (-2.12255, -3.34736, -3.74992)
Cl (-2.01444, -3.65827, -2.01845)
Cl (-0.98190, -4.35500, -4.65718)
H (-3.12987, -3.57035, -4.08562)
H (-1.89240, -2.30291, -3.93508)
C (0.32462, -3.11910, -7.79497)
Cl (1.66583, -2.96595, -6.65405)
Cl (0.87212, -2.94808, -9.46674)
H (-0.12860, -4.09694, -7.67252)
H (-0.40406, -2.34367, -7.58374)
C (3.25835, 0.82180, 5.42082)
Cl (4.55990, 0.92939, 6.60877)
Cl (2.60195, -0.81849, 5.32424)
H (2.46261, 1.50081, 5.70986)
H (3.64850, 1.09937, 4.44662)
C (-4.06965, 7.07246, 5.43122)
Cl (-5.71025, 6.46329, 5.67065)
Cl (-2.87596, 5.77080, 5.51061)
H (-4.01038, 7.54249, 4.45513)
H (-3.84908, 7.79793, 6.20701)

## Properties
highest occupied orbital energy = -0.31659 hartree
relative energy (zero: lowest compared OMol25 entry of this formula, charge and spin) = 0.0 kJ/mol
multiplicity = 1
orbital gap = 0.2921 Eh